{"formula": "C30H33Br2ClF21N2O5P2S", "method": "ωB97M-V/def2-TZVPD", "elements": ["Br", "Br", "Cl", "S", "P", "P", "F", "F", "F", "F", "F", "F", "F", "F", "F", "F", "F", "F", "F", "F", "F", "F", "F", "F", "F", "F", "F", "O", "O", "O", "O", "O", "N", "N", "C", "C", "C", "C", "C", "C", "C", "C", "C", "C", "C", "C", "C", "C", "C", "C", "C", "C", "C", "C", "C", "C", "C", "C", "C", "C", "C", "C", "C", "C", "H", "H", "H", "H", "H", "H", "H", "H", "H", "H", "H", "H", "H", "H", "H", "H", "H", "H", "H", "H", "H", "H", "H", "H", "H", "H", "H", "H", "H", "H", "H", "H", "H"], "xyz": [[1.7005, -3.3839, -1.0457], [-0.2073, -1.1056, 0.1632], [0.5654, 3.3944, 2.0461], [-0.1361, -1.2672, 3.8867], [2.3412, 0.9547, 1.3166], [1.0770, 2.2129, -0.0493], [-8.9738, -4.6624, -4.1387], [-6.3221, -4.5428, -8.9973], [-6.3125, 0.2918, 1.0025], [-4.0527, -3.5936, -7.6040], [-7.6122, -3.5350, -7.5614], [-7.8324, -2.3598, -5.1482], [-5.1154, -1.2944, -2.2042], [-3.1179, -1.8940, -1.6160], [3.5416, 0.2411, 9.5406], [-7.2716, -2.7681, -3.0864], [-7.5498, -5.1518, -5.7006], [-5.3235, -4.8791, -6.4090], [4.7985, -0.2355, 2.3740], [-8.4703, 0.8842, -0.6152], [-4.6441, 1.2389, -0.8876], [-3.2710, 0.7820, -2.5148], [-6.7477, 0.3560, -1.8236], [2.9335, -1.4374, 2.8572], [2.3047, -1.2417, 8.1427], [1.3050, 0.9570, 8.7317], [-7.9325, -1.1513, 1.1626], [7.7107, 1.7510, -1.4139], [-5.3226, -2.6394, -6.0496], [-4.6002, -1.5088, -0.0055], [0.6597, 1.3583, -1.4993], [7.5622, 2.7307, 0.8922], [0.7626, 0.7406, 2.0639], [1.9536, 3.6264, -0.7248], [3.3224, 3.7289, 2.2190], [-4.1471, -1.0679, -1.2847], [1.8138, -0.6657, 0.3872], [6.5710, 0.8054, -1.6738], [7.8741, 1.6905, 0.0775], [-3.6600, 0.3860, -1.2740], [-5.2833, -3.6759, -7.0295], [3.3607, -0.0031, 2.6542], [4.4703, 1.9161, 7.1924], [-5.9861, -1.8530, 0.0686], [4.1362, -1.9160, 0.0245], [2.5747, -1.7660, -0.1293], [5.2493, 2.3822, 5.8266], [3.3116, 0.7706, 7.0316], [-6.9574, -0.6906, 0.3164], [2.9210, 0.1450, 5.5576], [-7.6359, -0.1416, -0.9331], [-5.6200, -3.0660, -4.7177], [3.7916, 1.4074, 0.2059], [0.5473, 0.1835, 3.2020], [4.8564, 1.7272, 4.3860], [3.8048, 1.1075, -1.4020], [2.5501, 0.2269, 8.4010], [-7.1086, -3.2122, -4.3730], [-6.3667, -3.5198, -8.1034], [3.3678, 4.6545, 3.6166], [-7.6515, -4.6341, -4.4551], [5.2738, 1.7376, -1.9331], [2.2868, 2.5956, 2.3595], [3.6449, 0.6012, 4.1208], [4.4591, 3.3951, 2.0686], [5.1666, 1.8555, -3.1172], [-6.0540, -2.5071, 0.9469], [-7.1303, -5.2983, -3.7575], [1.9298, 3.6227, -1.7818], [6.9346, 0.1519, -2.5937], [4.8753, -1.0436, -0.0207], [4.5230, -2.6488, -0.8373], [1.3554, 4.4568, -0.4685], [-6.2482, -2.5793, -8.6479], [2.0967, -0.6826, 5.5563], [-8.2342, -0.9124, -1.4305], [6.1121, 3.2053, 5.8417], [4.8743, 1.0537, 0.4882], [8.3255, 0.7363, 0.6356], [3.0860, 1.7393, -2.0673], [4.8016, 2.4275, 8.2072], [5.4476, 2.8376, -1.5392], [4.4766, 4.6823, 4.0504], [3.1150, 5.7907, 3.3518], [2.5684, 4.3373, 4.4055], [4.0539, 2.5721, 0.1016], [6.5509, 0.1137, -0.7325], [-2.8167, 0.5134, -0.5900], [5.4876, 2.0847, 3.4502], [4.3778, -2.5194, 1.0285], [-0.2910, 1.5464, -1.7921], [2.0290, 2.4439, 3.5155], [3.8022, 0.0347, -1.7891], [-5.2323, -2.2588, -4.0839], [-5.0315, -3.9457, -4.4281], [-6.2955, -2.4901, -0.7696], [3.1721, 4.5628, 1.3749]], "energy_ev": -283930.7534, "orbital_gap_ev": 4.92, "total_charge": -1, "e_homo_ev": -3.360}